Computed, not measured: 6 unconnected molecules or ions with the total composition C25H51FNO10, with the ωB97M-V functional and the def2-TZVPD basis.

```
! RIJCOSX wB97M-V def2-TZVPD def2/J DEFGRID3
* xyz -1 1
C 0.214 -1.772 1.414
C 1.722 -1.997 1.597
C 2.529 -1.347 0.481
C 2.555 0.187 0.627
C 3.974 0.785 0.791
N 4.595 1.278 -0.389
F 3.637 2.465 -0.623
H -0.371 -2.642 1.701
H 0.006 -1.541 0.374
H -0.124 -0.909 1.976
H 2.045 -1.562 2.542
H 1.929 -3.066 1.650
H 3.547 -1.732 0.456
H 2.053 -1.607 -0.459
H 1.961 0.456 1.502
H 2.100 0.655 -0.238
H 3.897 1.577 1.570
H 4.650 0.024 1.189
O 1.350 -4.045 -0.923
C 1.512 -4.174 -2.102
O 1.087 -3.175 -2.907
C 1.407 -3.104 -4.293
C 0.426 -3.884 -5.147
C 2.100 -5.421 -2.720
H 2.438 -3.414 -4.467
H 1.355 -2.043 -4.531
H 0.452 -4.949 -4.918
H 0.659 -3.754 -6.205
H -0.589 -3.530 -4.967
H 1.298 -6.146 -2.864
H 2.818 -5.842 -2.022
H 2.612 -5.251 -3.664
O 0.047 -7.849 -0.998
C 0.321 -7.833 0.172
O -0.081 -8.886 0.924
C 0.329 -9.060 2.280
C -0.564 -8.314 3.249
C 1.026 -6.674 0.830
H 1.378 -8.788 2.402
H 0.257 -10.133 2.451
H -0.516 -7.237 3.089
H -0.264 -8.521 4.277
H -1.600 -8.626 3.118
H 0.287 -5.934 1.133
H 1.679 -6.202 0.109
H 1.623 -6.956 1.695
O 3.206 4.800 5.041
C 2.626 4.823 3.985
O 3.197 4.300 2.903
C 2.516 4.189 1.633
C 2.681 5.444 0.806
C 1.274 5.497 3.859
H 1.469 3.924 1.786
H 2.979 3.349 1.115
H 2.237 6.320 1.289
H 2.213 5.305 -0.168
H 3.740 5.647 0.652
H 1.432 6.555 3.651
H 0.759 5.400 4.811
H 0.647 5.071 3.081
O -1.583 1.239 1.340
C -2.090 1.155 0.256
O -1.448 0.417 -0.674
C -2.004 0.109 -1.946
C -1.731 1.199 -2.963
C -3.357 1.886 -0.132
H -3.070 -0.114 -1.861
H -1.508 -0.815 -2.242
H -2.210 2.137 -2.681
H -2.106 0.905 -3.944
H -0.658 1.378 -3.034
H -3.095 2.876 -0.496
H -3.970 2.000 0.757
H -3.951 1.385 -0.893
O -5.005 4.371 -1.724
C -4.715 5.452 -1.291
O -3.924 5.516 -0.205
C -3.367 6.742 0.278
C -4.305 7.460 1.224
C -5.258 6.731 -1.888
H -3.055 7.375 -0.554
H -2.465 6.441 0.802
H -5.227 7.764 0.726
H -3.823 8.352 1.626
H -4.573 6.806 2.053
H -6.220 6.946 -1.424
H -5.415 6.565 -2.950
H -4.607 7.593 -1.766
*
```

The calculation puts the total energy at -1890.11073 Ha. For the energy above the lowest of the compared OMol25 structures with the same formula, charge and spin, the calculation gives 0.000 eV. As for the HOMO energy: -1.583 eV.

In elementary charge units, the Löwdin charges are: number 1, C, carries -0.108; number 2, C, carries -0.275; number 3, C, carries -0.236; number 4, C, carries -0.210; number 5, C, carries -0.434; number 6, N, carries -0.124; number 7, F, carries -0.366; number 8, H, carries 0.055; number 9, H, carries 0.054; number 10, H, carries 0.052; number 11, H, carries 0.097; number 12, H, carries 0.077; number 13, H, carries 0.095; number 14, H, carries 0.075; number 15, H, carries 0.091; number 16, H, carries 0.088; number 17, H, carries 0.066; number 18, H, carries 0.085; number 19, O, carries 0.109; number 20, C, carries -0.500; number 21, O, carries -0.002; number 22, C, carries -0.240; number 23, C, carries -0.067; number 24, C, carries 0.018; number 25, H, carries 0.113; number 26, H, carries 0.124; number 27, H, carries 0.067; number 28, H, carries 0.077; number 29, H, carries 0.079; number 30, H, carries 0.088; number 31, H, carries 0.088; number 32, H, carries 0.069; number 33, O, carries 0.099; number 34, C, carries -0.510; number 35, O, carries -0.010; number 36, C, carries -0.247; number 37, C, carries -0.065; number 38, C, carries 0.021; number 39, H, carries 0.109; number 40, H, carries 0.119; number 41, H, carries 0.070; number 42, H, carries 0.079; number 43, H, carries 0.081; number 44, H, carries 0.103; number 45, H, carries 0.062; number 46, H, carries 0.075; number 47, O, carries 0.078; number 48, C, carries -0.547; number 49, O, carries 0.014; number 50, C, carries -0.218; number 51, C, carries -0.065; number 52, C, carries 0.003; number 53, H, carries 0.110; number 54, H, carries 0.082; number 55, H, carries 0.058; number 56, H, carries 0.079; number 57, H, carries 0.084; number 58, H, carries 0.085; number 59, H, carries 0.082; number 60, H, carries 0.062; number 61, O, carries 0.104; number 62, C, carries -0.516; number 63, O, carries -0.008; number 64, C, carries -0.239; number 65, C, carries -0.059; number 66, C, carries 0.012; number 67, H, carries 0.109; number 68, H, carries 0.120; number 69, H, carries 0.066; number 70, H, carries 0.076; number 71, H, carries 0.087; number 72, H, carries 0.073; number 73, H, carries 0.091; number 74, H, carries 0.071; number 75, O, carries 0.105; number 76, C, carries -0.527; number 77, O, carries -0.003; number 78, C, carries -0.231; number 79, C, carries -0.063; number 80, C, carries 0.013; number 81, H, carries 0.112; number 82, H, carries 0.125; number 83, H, carries 0.067; number 84, H, carries 0.081; number 85, H, carries 0.084; number 86, H, carries 0.094; number 87, H, carries 0.089; number 88, H, carries 0.069

***

Computed, not measured: 9 unconnected molecules or ions with the total composition C25H52BNO36S9, with the ωB97M-V functional and the def2-TZVPD basis.

```
! RIJCOSX wB97M-V def2-TZVPD def2/J DEFGRID3
* xyz 0 1
C -5.370 2.151 1.827
C -4.786 0.934 0.892
C -4.006 1.448 -0.473
C -2.355 1.522 -0.230
C -1.928 2.897 0.557
C -0.303 3.221 0.510
B -0.079 4.850 0.510
O -0.602 5.585 1.715
N 0.624 5.672 -0.554
C -0.352 6.665 -1.219
C 1.642 6.610 0.127
C 0.509 2.405 -0.658
O -0.182 2.365 -1.971
S -1.456 1.234 -1.850
O -2.454 1.424 -3.055
O -1.011 -0.252 -1.879
H -5.155 3.229 1.427
H -6.530 1.971 1.965
H -4.870 2.042 2.894
H -4.124 0.195 1.555
H -5.729 0.285 0.557
H -4.440 2.478 -0.882
H -4.261 0.651 -1.321
H -2.107 0.613 0.499
H -2.229 2.735 1.699
H -2.504 3.838 0.133
H 0.124 2.822 1.551
H -0.394 4.928 2.468
H 0.157 7.070 -2.217
H -1.407 6.196 -1.425
H -0.512 7.633 -0.543
H 2.161 7.312 -0.687
H 1.125 7.357 0.887
H 2.439 5.998 0.753
H 1.636 2.766 -0.782
H 0.573 1.273 -0.287
O -2.925 -4.520 -6.011
S -1.541 -4.172 -5.780
O -0.450 -5.093 -5.998
O -1.415 -3.566 -4.271
C -0.889 -2.241 -4.333
C -1.327 -1.692 -5.688
O -1.221 -2.792 -6.589
H 0.202 -2.304 -4.267
H -1.269 -1.641 -3.502
H -0.703 -0.860 -6.022
H -2.375 -1.374 -5.665
O -2.316 8.796 -5.947
S -1.242 7.870 -5.667
O 0.139 8.278 -5.549
O -1.332 6.646 -6.740
C -1.485 5.412 -6.043
C -2.199 5.765 -4.741
O -1.642 7.014 -4.337
H -0.488 5.004 -5.848
H -2.056 4.701 -6.647
H -2.051 5.009 -3.966
H -3.272 5.911 -4.906
O 5.640 2.788 2.051
S 4.965 3.056 0.800
O 4.052 4.160 0.618
O 4.226 1.685 0.318
C 4.717 1.306 -0.967
C 6.141 1.851 -1.036
O 6.089 3.116 -0.381
H 4.080 1.771 -1.726
H 4.684 0.219 -1.082
H 6.495 1.963 -2.064
H 6.835 1.211 -0.480
O -4.458 -0.138 4.738
S -3.165 0.501 4.627
O -2.576 0.872 3.361
O -2.085 -0.390 5.462
C -1.487 0.415 6.476
C -2.537 1.463 6.837
O -3.159 1.809 5.602
H -0.591 0.884 6.056
H -1.206 -0.200 7.335
H -2.100 2.345 7.310
H -3.304 1.041 7.495
O 3.976 -2.788 3.221
S 5.360 -2.439 3.452
O 6.451 -3.360 3.234
O 5.487 -1.833 4.961
C 6.012 -0.509 4.899
C 5.574 0.041 3.543
O 5.680 -1.060 2.643
H 7.103 -0.571 4.965
H 5.632 0.092 5.730
H 6.199 0.873 3.210
H 4.527 0.358 3.567
O -7.451 0.973 7.660
S -6.376 0.047 7.940
O -4.996 0.455 8.058
O -6.466 -1.176 6.867
C -6.620 -2.411 7.564
C -7.333 -2.058 8.866
O -6.777 -0.809 9.270
H -5.623 -2.819 7.759
H -7.191 -3.122 6.960
H -7.186 -2.814 9.641
H -8.406 -1.912 8.701
O 1.499 -10.886 -6.555
S 0.577 -10.215 -7.444
O -0.371 -10.921 -8.275
O 1.429 -9.191 -8.384
C 0.946 -7.862 -8.199
C 0.394 -7.822 -6.777
O -0.231 -9.089 -6.583
H 0.155 -7.682 -8.934
H 1.752 -7.138 -8.350
H -0.324 -7.011 -6.631
H 1.202 -7.728 -6.043
O 5.219 -5.954 2.806
S 5.730 -5.387 1.578
O 6.137 -4.006 1.459
O 4.673 -5.721 0.383
C 5.332 -6.463 -0.642
C 6.449 -7.229 0.063
O 6.951 -6.331 1.050
H 5.739 -5.752 -1.368
H 4.626 -7.131 -1.143
H 7.243 -7.531 -0.623
H 6.057 -8.112 0.578
*
```

The calculation puts the total energy at -7355.27362 Ha. The structure (SMILES) is CCC[C@@H]1C[C@H](B(O)N(C)C)COS1(=O)=O.O=S1(=O)OCCO1.O=S1(=O)OCCO1.O=S1(=O)OCCO1.O=S1(=O)OCCO1.O=S1(=O)OCCO1.O=S1(=O)OCCO1.O=S1(=O)OCCO1.O=S1(=O)OCCO1. As for the HOMO energy: -9.297 eV.

Atom charges from the Löwdin analysis, given in e for atoms 1 to 99: number 1, C, carries -0.127; number 2, C, carries -0.233; number 3, C, carries -0.176; number 4, C, carries -0.294; number 5, C, carries -0.116; number 6, C, carries -0.156; number 7, B, carries -0.428; number 8, O, carries 0.023; number 9, N, carries -0.132; number 10, C, carries -0.108; number 11, C, carries -0.121; number 12, C, carries -0.176; number 13, O, carries -0.273; number 14, S, carries 0.854; number 15, O, carries -0.386; number 16, O, carries -0.375; number 17, H, carries 0.079; number 18, H, carries 0.086; number 19, H, carries 0.054; number 20, H, carries 0.103; number 21, H, carries 0.117; number 22, H, carries 0.132; number 23, H, carries 0.122; number 24, H, carries 0.152; number 25, H, carries 0.130; number 26, H, carries 0.136; number 27, H, carries 0.159; number 28, H, carries 0.119; number 29, H, carries 0.107; number 30, H, carries 0.097; number 31, H, carries 0.108; number 32, H, carries 0.114; number 33, H, carries 0.097; number 34, H, carries 0.085; number 35, H, carries 0.147; number 36, H, carries 0.137; number 37, O, carries -0.229; number 38, S, carries 0.695; number 39, O, carries -0.256; number 40, O, carries -0.185; number 41, C, carries -0.170; number 42, C, carries -0.168; number 43, O, carries -0.196; number 44, H, carries 0.136; number 45, H, carries 0.099; number 46, H, carries 0.138; number 47, H, carries 0.136; number 48, O, carries -0.236; number 49, S, carries 0.676; number 50, O, carries -0.238; number 51, O, carries -0.194; number 52, C, carries -0.171; number 53, C, carries -0.173; number 54, O, carries -0.218; number 55, H, carries 0.133; number 56, H, carries 0.138; number 57, H, carries 0.131; number 58, H, carries 0.134; number 59, O, carries -0.241; number 60, S, carries 0.686; number 61, O, carries -0.239; number 62, O, carries -0.205; number 63, C, carries -0.169; number 64, C, carries -0.167; number 65, O, carries -0.185; number 66, H, carries 0.130; number 67, H, carries 0.142; number 68, H, carries 0.140; number 69, H, carries 0.135; number 70, O, carries -0.228; number 71, S, carries 0.668; number 72, O, carries -0.263; number 73, O, carries -0.186; number 74, C, carries -0.165; number 75, C, carries -0.176; number 76, O, carries -0.184; number 77, H, carries 0.130; number 78, H, carries 0.139; number 79, H, carries 0.142; number 80, H, carries 0.080; number 81, O, carries -0.227; number 82, S, carries 0.701; number 83, O, carries -0.280; number 84, O, carries -0.191; number 85, C, carries -0.171; number 86, C, carries -0.187; number 87, O, carries -0.190; number 88, H, carries 0.133; number 89, H, carries 0.135; number 90, H, carries 0.112; number 91, H, carries 0.134; number 92, O, carries -0.221; number 93, S, carries 0.701; number 94, O, carries -0.250; number 95, O, carries -0.195; number 96, C, carries -0.168; number 97, C, carries -0.174; number 98, O, carries -0.190; number 99, H, carries 0.134

***

In the order shown, the computed LUMO values come out to 1.90; -0.23 eV.